1.
Formula: C45H52MnN4P2S2
Source: the OMol25 dataset
Level of theory: ωB97M-V/def2-TZVPD

XYZ file:
```
106
Properties=species:S:1:pos:R:3
Mn -0.23 -0.20 -0.52
N 1.89 1.93 -0.47
P 2.17 0.30 -0.79
C 3.73 -0.06 -0.02
C 4.52 -1.07 -0.58
C 5.78 -1.31 -0.07
C 6.25 -0.54 1.00
C 5.45 0.45 1.56
C 4.18 0.69 1.07
C 2.30 -0.01 -2.54
C 3.23 0.69 -3.31
C 3.28 0.49 -4.68
C 2.42 -0.42 -5.28
C 1.50 -1.13 -4.52
C 1.44 -0.92 -3.15
P 0.22 2.21 -0.64
C -0.07 2.85 -2.28
C 0.41 4.13 -2.59
C 0.34 4.60 -3.89
C -0.20 3.80 -4.89
C -0.67 2.53 -4.60
C -0.61 2.05 -3.29
C -0.20 3.45 0.55
C -1.27 4.31 0.27
C -1.57 5.33 1.16
C -0.82 5.49 2.32
C 0.22 4.61 2.61
C 0.53 3.58 1.73
H 2.58 2.65 -0.70
H 4.16 -1.64 -1.43
H 6.41 -2.08 -0.50
H 7.24 -0.72 1.39
H 5.83 1.03 2.40
H 3.56 1.44 1.53
H 3.92 1.40 -2.85
H 4.00 1.04 -5.28
H 2.48 -0.59 -6.35
H 0.85 -1.86 -4.99
H 0.74 -1.52 -2.57
H 0.82 4.76 -1.82
H 0.70 5.59 -4.12
H -0.25 4.17 -5.90
H -1.09 1.91 -5.38
H -1.00 1.06 -3.08
H -1.85 4.20 -0.64
H -2.39 6.01 0.95
H -1.04 6.30 3.00
H 0.79 4.73 3.52
H 1.33 2.90 1.97
C -7.67 1.33 -1.48
C -6.95 1.53 -2.80
C -5.47 1.15 -2.78
C -4.61 2.00 -1.84
N -4.65 1.55 -0.44
C -3.80 0.76 0.17
S -2.51 0.02 -0.75
N -3.92 0.46 1.45
C -5.01 0.93 2.34
C -6.33 0.19 2.14
C -6.36 -1.23 2.70
C -5.52 -2.25 1.93
H -8.75 1.45 -1.60
H -7.38 2.07 -0.72
H -7.50 0.33 -1.08
H -7.04 2.57 -3.12
H -7.44 0.93 -3.57
H -5.06 1.26 -3.78
H -5.35 0.10 -2.50
H -4.94 3.04 -1.84
H -3.56 1.99 -2.15
H -5.48 1.81 0.09
H -3.23 -0.17 1.82
H -5.11 2.01 2.18
H -4.64 0.80 3.35
H -6.60 0.18 1.08
H -7.10 0.79 2.64
H -7.40 -1.56 2.68
H -6.07 -1.21 3.75
H -5.75 -2.23 0.86
H -5.72 -3.26 2.29
H -4.45 -2.09 2.05
N -0.22 -2.06 0.06
S 0.98 -3.12 0.38
C 1.17 -4.19 -1.00
C 2.41 -4.19 -1.62
C 2.61 -4.99 -2.74
C 1.56 -5.77 -3.21
C 0.32 -5.77 -2.57
C 0.12 -4.99 -1.46
C 0.29 -4.20 1.61
C -0.74 -3.76 2.43
C -1.22 -4.62 3.41
C -0.66 -5.88 3.57
C 0.39 -6.30 2.76
C 0.88 -5.46 1.77
H -1.11 -2.53 -0.07
H 3.22 -3.59 -1.23
H 3.57 -5.02 -3.23
H 1.72 -6.41 -4.08
H -0.47 -6.40 -2.94
H -0.83 -5.00 -0.94
H -1.14 -2.77 2.32
H -2.02 -4.30 4.06
H -1.04 -6.54 4.34
H 0.83 -7.27 2.89
H 1.69 -5.78 1.14
```

Values from the calculation:
* E_LUMO (spin up / spin down): -0.366 / -0.308 hartree
* 2S+1: 5
* maximum force: 0.9 eV/A
* charge: +3
* gap between HOMO and LUMO (spin up / spin down): 6.1 / 7.7 eV
* HOMO level (spin up / spin down): -16.1 / -16.1 eV

***

2.
Formula: C2H6N2P2
Source: the OMol25 dataset
Level of theory: ωB97M-V/def2-TZVPD

XYZ file:
```
12
Properties=species:S:1:pos:R:3
N 0.43 -0.15 1.65
P 0.14 0.90 0.35
N -1.42 0.31 -0.16
C 1.07 0.01 -0.97
C 0.54 -0.11 -2.33
P 1.69 1.08 -2.40
H 0.34 0.30 2.55
H -0.14 -0.99 1.61
H -2.16 0.80 0.34
H -1.56 0.47 -1.15
H 1.92 -0.91 -0.60
H -0.18 -0.70 -2.84
```

Values from the calculation:
* E_LUMO: -0.001 hartree
* 2S+1: 1
* maximum force: 4.0 eV/A
* SMILES: NP(N)[C@H]1C=P1
* gap between HOMO and LUMO: 8.1 eV
* HOMO level: -8.2 eV

***

3.
Formula: C5H7NO
Source: the OMol25 dataset
Level of theory: ωB97M-V/def2-TZVPD

XYZ file:
```
14
Properties=species:S:1:pos:R:3
C 0.75 -0.43 1.53
C 0.64 -0.37 0.00
C -0.57 -1.03 -0.62
C -1.29 -0.11 -1.25
N -0.75 1.19 -1.12
C 0.46 1.10 -0.41
O 1.18 2.03 -0.13
H 0.91 -1.46 1.87
H -0.15 -0.04 2.00
H 1.60 0.19 1.85
H 1.56 -0.75 -0.45
H -0.79 -2.08 -0.58
H -2.17 -0.22 -1.89
H -1.39 1.90 -0.78
```

Values from the calculation:
* E_LUMO: 0.034 hartree
* 2S+1: 1
* maximum force: 0.6 eV/A
* SMILES: C[C@H]1C=CNC1=O
* gap between HOMO and LUMO: 9.9 eV
* HOMO level: -9.0 eV